1.
C40H37CoO2PSi as an isolated structure. Source: OMol25; level of theory: ωB97M-V/def2-TZVPD.

```
82
Properties=species:S:1:pos:R:3:forces:R:3
Co -0.65107 -0.38877 0.00507 0.01 -0.05 -0.14
C -1.09594 2.98416 -0.86146 -0.02 0.00 0.01
C -0.52248 2.23838 0.31086 -0.01 0.00 -0.01
C 0.83777 2.32957 0.60185 0.03 -0.02 0.00
C 1.39848 1.63780 1.66456 0.03 0.02 0.00
C 2.87054 1.75817 1.94923 -0.03 -0.02 -0.03
C 0.57228 0.83160 2.45354 0.01 0.02 0.01
C -0.79981 0.77209 2.24316 -0.01 -0.03 0.04
C -1.70044 0.04851 3.20662 0.03 0.00 0.01
C -1.34392 1.47934 1.15342 -0.05 -0.01 -0.03
H -1.18734 4.04734 -0.62863 0.01 0.00 -0.02
H -2.08824 2.61281 -1.11920 0.04 0.03 0.02
H -0.44328 2.88145 -1.72882 -0.01 -0.01 0.00
H 1.48210 2.90285 -0.05463 -0.01 -0.01 0.00
H 3.09650 2.74633 2.35635 -0.01 -0.02 0.02
H 3.44236 1.64137 1.02858 0.01 0.00 0.00
H 3.20167 1.00883 2.66824 0.00 0.00 -0.02
H 1.00431 0.27870 3.28205 0.01 0.00 -0.01
H -1.84842 0.65573 4.10295 -0.01 0.00 -0.01
H -1.27452 -0.90616 3.51627 -0.01 0.02 -0.01
H -2.67789 -0.13663 2.76655 -0.05 -0.01 -0.01
H -2.41872 1.50905 1.02298 0.04 0.01 0.01
O 2.85247 0.89390 -1.43900 -0.05 -0.03 0.05
C 2.10176 0.02350 -1.02280 0.07 0.03 -0.15
O 0.83527 -0.01931 -1.24780 -0.03 0.05 0.14
C 2.70938 -1.11541 -0.20360 -0.03 -0.04 0.08
C 4.08749 -1.06825 -0.01192 -0.03 0.00 0.00
C 4.75251 -2.06254 0.68308 0.01 -0.04 0.02
C 4.04028 -3.14051 1.18822 0.03 0.01 -0.01
C 2.67037 -3.20852 0.99725 -0.05 0.03 -0.01
C 1.98713 -2.19961 0.31590 0.02 0.06 -0.02
P 0.18982 -2.38949 -0.01747 0.07 -0.10 -0.02
C 0.24921 -3.35848 -1.56016 0.01 0.06 -0.01
C 0.64906 -4.69498 -1.55999 -0.03 0.01 0.00
C 0.77094 -5.38728 -2.75378 0.01 -0.02 0.03
C 0.51284 -4.74653 -3.95853 0.00 0.03 -0.01
C 0.14694 -3.40957 -3.96619 -0.01 -0.01 -0.02
C 0.01933 -2.71479 -2.77213 -0.03 0.00 0.04
C -0.40304 -3.53064 1.27327 -0.05 0.04 0.00
C -0.11286 -3.23164 2.60485 0.03 -0.02 -0.01
C -0.67364 -3.97127 3.63340 0.01 0.02 0.00
C -1.54614 -5.01285 3.34414 -0.01 0.00 0.00
C -1.85722 -5.30349 2.02520 -0.01 0.00 -0.01
C -1.29420 -4.56294 0.99439 0.04 0.01 -0.01
H 4.61943 -0.22846 -0.43776 -0.01 0.00 0.00
H 5.82501 -2.00348 0.82129 -0.02 0.00 0.00
H 4.54832 -3.93327 1.72332 -0.01 0.01 -0.01
H 2.12811 -4.06163 1.38286 -0.01 0.00 0.02
H 0.87160 -5.19861 -0.62788 -0.01 -0.01 0.02
H 1.07558 -6.42623 -2.74432 0.00 0.01 0.01
H 0.60870 -5.28896 -4.89089 0.00 0.01 0.01
H -0.04280 -2.90120 -4.90271 0.00 0.00 0.01
H -0.24207 -1.66700 -2.77887 -0.01 0.01 -0.01
H 0.56401 -2.41547 2.83504 0.01 -0.01 0.00
H -0.43178 -3.73379 4.66198 0.00 0.00 -0.01
H -1.98634 -5.59075 4.14685 0.01 0.01 -0.01
H -2.54810 -6.10424 1.79304 0.01 0.01 0.00
H -1.56195 -4.78342 -0.03075 0.01 -0.01 -0.02
C -3.49206 -2.87943 -4.46154 0.00 -0.02 0.00
C -3.09769 -1.56271 -4.26325 0.03 0.00 0.02
C -2.88178 -1.09181 -2.97600 0.01 0.00 -0.02
C -3.07628 -1.90867 -1.85785 0.00 0.01 0.00
C -3.48186 -3.22574 -2.08148 0.00 -0.01 -0.01
C -3.67859 -3.71264 -3.36772 -0.01 0.01 0.00
Si -2.79030 -1.25314 -0.10879 -0.02 0.00 0.04
C -4.21964 -0.05549 0.24119 0.00 -0.01 -0.01
C -4.47746 1.05548 -0.56855 -0.05 0.00 0.04
C -5.50800 1.93863 -0.27996 0.01 -0.01 -0.02
C -6.31412 1.72762 0.83165 0.00 -0.02 0.02
C -6.08803 0.62412 1.64106 0.00 0.00 -0.01
C -5.05293 -0.25530 1.34442 -0.01 0.01 -0.01
H -3.65120 -3.25460 -5.46532 0.00 0.01 0.02
H -2.94510 -0.90740 -5.11258 0.00 -0.01 0.01
H -2.53292 -0.07031 -2.84659 -0.02 -0.02 0.00
H -3.65332 -3.88350 -1.23492 0.01 0.02 -0.01
H -3.98473 -4.74125 -3.51594 0.00 0.01 0.00
H -3.11406 -2.39848 0.79290 0.03 -0.01 0.01
H -3.87014 1.23362 -1.44996 -0.01 -0.01 0.01
H -5.68706 2.79081 -0.92440 0.00 -0.01 0.00
H -7.12057 2.41394 1.05840 0.02 0.00 0.00
H -6.72266 0.44134 2.50009 0.01 0.01 -0.01
H -4.90349 -1.12579 1.97577 0.03 0.03 0.00
```
Positions in Å, forces in eV/Å.

- <S²> = 0.89
- energy relative to the best compared isomer or geometry (same formula, charge and spin) (eV) = 0.162
- total charge = 0
- 2S+1 = 2

For each atom in turn, the Löwdin charge in e is: number 1, Co, carries 0.216; number 2, C, carries -0.019; number 3, C, carries -0.264; number 4, C, carries -0.011; number 5, C, carries -0.246; number 6, C, carries -0.028; number 7, C, carries -0.004; number 8, C, carries -0.291; number 9, C, carries -0.022; number 10, C, carries -0.092; number 11, H, carries 0.090; number 12, H, carries 0.060; number 13, H, carries 0.091; number 14, H, carries 0.136; number 15, H, carries 0.088; number 16, H, carries 0.071; number 17, H, carries 0.081; number 18, H, carries 0.124; number 19, H, carries 0.094; number 20, H, carries 0.065; number 21, H, carries 0.057; number 22, H, carries 0.101; number 23, O, carries 0.045; number 24, C, carries -0.601; number 25, O, carries -0.125; number 26, C, carries -0.117; number 27, C, carries -0.024; number 28, C, carries -0.065; number 29, C, carries -0.072; number 30, C, carries -0.089; number 31, C, carries -0.241; number 32, P, carries 1.070; number 33, C, carries -0.309; number 34, C, carries -0.090; number 35, C, carries -0.076; number 36, C, carries -0.077; number 37, C, carries -0.065; number 38, C, carries -0.080; number 39, C, carries -0.364; number 40, C, carries -0.115; number 41, C, carries -0.076; number 42, C, carries -0.079; number 43, C, carries -0.072; number 44, C, carries -0.109; number 45, H, carries 0.118; number 46, H, carries 0.105; number 47, H, carries 0.105; number 48, H, carries 0.099; number 49, H, carries 0.104; number 50, H, carries 0.104; number 51, H, carries 0.104; number 52, H, carries 0.109; number 53, H, carries 0.089; number 54, H, carries 0.103; number 55, H, carries 0.107; number 56, H, carries 0.104; number 57, H, carries 0.107; number 58, H, carries 0.098; number 59, C, carries -0.097; number 60, C, carries -0.091; number 61, C, carries -0.129; number 62, C, carries -0.323; number 63, C, carries -0.112; number 64, C, carries -0.086; number 65, Si, carries 0.702; number 66, C, carries -0.330; number 67, C, carries -0.123; number 68, C, carries -0.085; number 69, C, carries -0.094; number 70, C, carries -0.089; number 71, C, carries -0.128; number 72, H, carries 0.100; number 73, H, carries 0.103; number 74, H, carries 0.096; number 75, H, carries 0.089; number 76, H, carries 0.101; number 77, H, carries -0.003; number 78, H, carries 0.083; number 79, H, carries 0.102; number 80, H, carries 0.099; number 81, H, carries 0.100; number 82, H, carries 0.091

***

2.
C2HAgFO2 as an isolated structure at a distorted geometry. Source: OMol25; level of theory: ωB97M-V/def2-TZVPD.

```
7
Properties=species:S:1:pos:R:3:forces:R:3
C -0.78365 0.96182 0.02844 -3.02 -2.88 0.64
C -0.39874 1.42060 -1.15820 -0.31 -0.43 -1.55
O -0.10407 1.83729 -2.21325 -0.10 -0.61 1.80
Ag -0.59159 -1.87968 0.89082 -0.02 -3.46 0.95
F 0.92076 -0.74547 1.01726 2.36 1.01 0.41
H -1.04043 1.74495 0.75128 0.36 -0.74 0.03
O -1.57225 -0.43763 0.21140 0.74 7.11 -2.28
```
Positions in Å, forces in eV/Å.

- <S²> = 0.76
- energy relative to the best compared isomer or geometry (same formula, charge and spin) (eV) = 2.994
- total charge = 0
- 2S+1 = 2

For each atom in turn, the Löwdin charge in e is: number 1, C, carries -0.105; number 2, C, carries -0.156; number 3, O, carries 0.189; number 4, Ag, carries 0.952; number 5, F, carries -0.607; number 6, H, carries 0.108; number 7, O, carries -0.381

***

3.
C33H34N6OSSbV as an isolated structure. Source: OMol25; level of theory: ωB97M-V/def2-TZVPD.

```
77
Properties=species:S:1:pos:R:3:forces:R:3
V -1.32991 -0.39782 0.23608 -0.53 -0.24 0.01
C -5.55168 -3.67326 1.22345 0.01 0.01 0.02
C -4.49982 -3.06502 2.06971 -0.11 -0.08 -0.01
N -4.34651 -3.21651 3.34710 -0.09 -0.03 -0.16
N -3.25347 -2.47807 3.67590 0.03 -0.01 0.15
C -2.71557 -1.86464 2.64371 0.18 0.14 -0.07
S -1.33836 -0.83469 2.56235 0.07 -0.01 0.10
N -3.49068 -2.22401 1.60264 -0.03 0.03 -0.30
N -3.21477 -1.75006 0.30641 0.18 0.07 0.44
H -6.23193 -4.22633 1.86697 0.01 0.00 0.00
H -5.12168 -4.36858 0.49988 0.00 0.01 0.00
H -6.12317 -2.91167 0.68970 0.01 0.00 0.01
H -2.94437 -2.45101 4.63935 0.01 0.01 0.02
H -3.07761 -2.53922 -0.32181 0.00 -0.13 -0.03
H -4.01379 -1.21944 -0.03489 -0.10 0.06 0.01
O -1.24449 -0.47632 -1.48175 0.03 -0.07 -0.19
C -1.58575 0.14786 -2.63165 0.07 -0.02 0.06
C -1.24987 -0.41434 -3.85070 0.02 -0.02 -0.10
C -1.57492 0.27698 -5.00197 0.06 -0.11 -0.07
C -2.22501 1.50620 -4.92720 -0.04 0.09 -0.10
C -2.55662 2.05293 -3.70337 -0.05 0.08 0.05
C -2.23990 1.37964 -2.52235 -0.06 0.06 -0.03
C -2.55163 1.90992 -1.20702 -0.01 0.00 0.04
N -2.28605 1.33051 -0.01897 0.16 -0.07 0.10
C -2.75075 2.18326 0.97992 0.04 -0.07 -0.06
C -3.29931 3.26637 0.39076 -0.03 0.09 -0.10
N -3.16681 3.07441 -0.96647 -0.04 0.13 0.07
H -0.73144 -1.36344 -3.88234 -0.01 0.01 0.00
H -1.32078 -0.14022 -5.96788 -0.01 0.01 0.03
H -2.47669 2.03850 -5.83555 0.01 -0.02 0.04
H -3.06322 3.01011 -3.68201 0.00 -0.02 0.00
H -2.64639 1.95384 2.02480 0.00 -0.02 0.02
H -3.76333 4.14492 0.80841 0.02 -0.04 -0.03
H -3.48510 3.72109 -1.67254 -0.01 0.01 -0.01
C 3.60373 -1.13072 -1.73367 0.02 0.09 -0.03
C 2.75773 -0.01385 -2.28832 -0.05 0.03 0.02
C 2.95290 0.40921 -3.60410 0.01 -0.02 0.00
C 2.24637 1.47311 -4.14519 0.01 0.00 -0.02
C 1.31383 2.15998 -3.38002 0.01 0.04 -0.04
C 1.08880 1.75727 -2.07549 0.07 -0.04 0.02
C 1.79815 0.67973 -1.53815 0.07 -0.04 -0.05
Sb 1.33738 0.31413 0.48421 0.19 0.08 0.11
C 2.19045 1.94396 1.48704 -0.02 0.06 -0.06
C 3.16532 2.62463 0.75677 0.00 -0.02 -0.04
C 3.88419 3.64146 1.36526 0.03 0.04 0.00
C 3.61039 3.97720 2.68203 0.01 0.02 0.02
C 2.62810 3.29996 3.39496 -0.01 0.04 0.01
C 1.89691 2.27143 2.81458 0.03 -0.04 0.02
C 0.84675 1.53939 3.59982 0.08 0.00 0.05
C 2.14280 -1.43922 1.30960 -0.03 -0.05 -0.03
C 3.18030 -1.31658 2.22542 0.00 0.01 0.00
C 3.74309 -2.46223 2.77520 0.04 -0.01 0.03
C 3.26153 -3.70825 2.40894 0.00 -0.03 0.00
C 2.21489 -3.82200 1.49784 0.01 -0.02 0.01
C 1.63950 -2.69129 0.93711 0.01 0.04 -0.02
C 0.52358 -2.82107 -0.06706 -0.04 0.02 0.13
H 4.34475 -1.44717 -2.46498 -0.02 0.02 0.01
H 3.01265 -2.00593 -1.47141 -0.07 -0.09 0.03
H 4.14246 -0.81884 -0.83697 0.00 0.01 0.01
H 3.69837 -0.09622 -4.20748 -0.03 0.02 0.02
H 2.44301 1.78058 -5.16430 0.00 -0.01 0.01
H 0.78412 3.01154 -3.78988 0.02 -0.03 0.01
H 0.38452 2.31256 -1.46266 -0.01 0.01 0.03
H 3.37754 2.36530 -0.27466 -0.01 0.01 0.05
H 4.65412 4.16412 0.81230 -0.04 -0.01 0.02
H 4.16414 4.77418 3.16185 -0.01 -0.03 -0.01
H 2.42586 3.57724 4.42312 0.01 -0.02 -0.04
H 0.77449 1.91893 4.61800 0.01 -0.01 -0.03
H 1.07712 0.47143 3.66764 -0.01 -0.02 0.00
H -0.13625 1.65772 3.14022 -0.08 0.02 -0.04
H 3.56225 -0.34068 2.50510 0.00 -0.01 0.00
H 4.55835 -2.37696 3.48272 -0.04 0.00 -0.03
H 3.70285 -4.60289 2.82950 -0.02 0.03 -0.01
H 1.85716 -4.80572 1.21432 0.01 0.04 0.01
H 0.35225 -3.85662 -0.35842 0.01 -0.02 0.01
H 0.70562 -2.25315 -0.97945 0.01 0.06 -0.08
H -0.44067 -2.49763 0.38994 0.04 -0.03 -0.01
```
Positions in Å, forces in eV/Å.

- <S²> = 0.99
- energy relative to the best compared isomer or geometry (same formula, charge and spin) (eV) = 0.000
- total charge = +3
- 2S+1 = 2

For each atom in turn, the Löwdin charge in e is: number 1, V, carries 0.623; number 2, C, carries 0.031; number 3, C, carries -0.269; number 4, N, carries 0.189; number 5, N, carries 0.094; number 6, C, carries -0.629; number 7, S, carries 0.771; number 8, N, carries -0.057; number 9, N, carries 0.114; number 10, H, carries 0.111; number 11, H, carries 0.103; number 12, H, carries 0.100; number 13, H, carries 0.193; number 14, H, carries 0.147; number 15, H, carries 0.147; number 16, O, carries -0.212; number 17, C, carries -0.277; number 18, C, carries 0.032; number 19, C, carries -0.009; number 20, C, carries -0.016; number 21, C, carries 0.012; number 22, C, carries -0.085; number 23, C, carries -0.220; number 24, N, carries -0.027; number 25, C, carries -0.076; number 26, C, carries 0.000; number 27, N, carries 0.167; number 28, H, carries 0.139; number 29, H, carries 0.134; number 30, H, carries 0.133; number 31, H, carries 0.125; number 32, H, carries 0.107; number 33, H, carries 0.147; number 34, H, carries 0.179; number 35, C, carries -0.026; number 36, C, carries -0.273; number 37, C, carries -0.010; number 38, C, carries -0.032; number 39, C, carries -0.064; number 40, C, carries -0.155; number 41, C, carries -0.337; number 42, Sb, carries 1.672; number 43, C, carries -0.318; number 44, C, carries -0.103; number 45, C, carries -0.043; number 46, C, carries -0.023; number 47, C, carries -0.012; number 48, C, carries -0.304; number 49, C, carries -0.077; number 50, C, carries -0.347; number 51, C, carries -0.096; number 52, C, carries -0.035; number 53, C, carries -0.023; number 54, C, carries -0.013; number 55, C, carries -0.323; number 56, C, carries -0.067; number 57, H, carries 0.096; number 58, H, carries 0.073; number 59, H, carries 0.090; number 60, H, carries 0.129; number 61, H, carries 0.124; number 62, H, carries 0.119; number 63, H, carries 0.099; number 64, H, carries 0.100; number 65, H, carries 0.124; number 66, H, carries 0.127; number 67, H, carries 0.128; number 68, H, carries 0.098; number 69, H, carries 0.060; number 70, H, carries 0.037; number 71, H, carries 0.110; number 72, H, carries 0.126; number 73, H, carries 0.127; number 74, H, carries 0.127; number 75, H, carries 0.108; number 76, H, carries 0.066; number 77, H, carries 0.019